[1]
{"formula": "C23H67N11O8", "method": "wB97M-V/def2-TZVPD", "gap_ha": 0.337, "de_lowest_kcal_mol": 32.6, "smiles": "COC[C@H](C)N.COC[C@H](C)N.COC[C@H](C)N.COC[C@H](C)N.COC[C@H](C)N.NC(N)=O.NC(N)=O.NC(N)=O", "homo_ev": -8.787, "largest_force_ev_per_a": 3.27, "elements": ["C", "O", "C", "C", "C", "N", "H", "H", "H", "H", "H", "H", "H", "H", "H", "H", "H", "C", "O", "C", "C", "C", "N", "H", "H", "H", "H", "H", "H", "H", "H", "H", "H", "H", "C", "O", "C", "C", "C", "N", "H", "H", "H", "H", "H", "H", "H", "H", "H", "H", "H", "C", "O", "C", "C", "C", "N", "H", "H", "H", "H", "H", "H", "H", "H", "H", "H", "H", "C", "O", "C", "C", "C", "N", "H", "H", "H", "H", "H", "H", "H", "H", "H", "H", "H", "N", "C", "N", "O", "H", "H", "H", "H", "N", "C", "N", "O", "H", "H", "H", "H", "N", "C", "N", "O", "H", "H", "H", "H"], "coordinates": [[-4.61, 2.33, 0.92], [-4.29, 1.54, 2.06], [-3.45, 2.18, 2.92], [-2.78, 0.98, 3.74], [-1.66, 1.61, 4.55], [-2.30, -0.12, 3.04], [-5.29, 3.16, 1.16], [-5.01, 1.69, 0.09], [-3.63, 2.79, 0.55], [-2.67, 2.72, 2.38], [-4.07, 2.86, 3.61], [-3.44, 0.50, 4.42], [-0.83, 1.90, 3.88], [-1.23, 1.02, 5.37], [-2.02, 2.59, 4.95], [-3.08, -0.68, 2.74], [-1.81, 0.19, 2.18], [3.87, 5.93, 2.93], [2.60, 5.27, 2.99], [1.55, 6.13, 2.58], [0.36, 6.13, 3.62], [0.02, 4.75, 4.25], [-0.81, 6.80, 3.10], [3.79, 7.01, 3.16], [4.29, 5.86, 1.89], [4.51, 5.46, 3.74], [1.75, 7.20, 2.39], [1.20, 5.65, 1.66], [0.64, 6.82, 4.47], [-0.66, 4.23, 3.53], [-0.56, 4.78, 5.17], [0.91, 4.20, 4.38], [-0.69, 7.79, 2.86], [-1.31, 6.26, 2.40], [1.44, -7.37, -6.35], [0.36, -6.63, -5.81], [-0.01, -7.08, -4.56], [-1.27, -6.28, -4.10], [-1.71, -6.66, -2.70], [-2.40, -6.39, -5.09], [1.77, -6.74, -7.18], [1.14, -8.39, -6.66], [2.25, -7.43, -5.67], [-0.24, -8.16, -4.53], [0.76, -6.97, -3.78], [-1.01, -5.23, -4.08], [-0.86, -6.51, -2.03], [-2.02, -7.72, -2.56], [-2.46, -6.00, -2.41], [-2.74, -7.31, -5.05], [-2.02, -6.24, -6.00], [-0.78, -0.92, 0.32], [-0.48, 0.40, 0.70], [0.89, 0.69, 0.83], [0.97, 2.06, 1.52], [0.08, 3.01, 0.78], [2.40, 2.33, 1.61], [-0.94, -1.53, 1.23], [-0.10, -1.35, -0.42], [-1.74, -0.94, -0.22], [1.35, -0.07, 1.49], [1.41, 0.70, -0.08], [0.60, 1.86, 2.50], [-0.93, 2.76, 0.97], [0.19, 3.13, -0.28], [0.24, 3.99, 1.21], [2.59, 3.23, 2.05], [2.80, 2.55, 0.68], [-3.84, 0.27, -2.96], [-4.44, -0.26, -1.81], [-4.90, -1.52, -2.18], [-5.24, -2.41, -0.98], [-3.90, -2.64, -0.20], [-5.82, -3.62, -1.39], [-4.55, 0.33, -3.83], [-2.98, -0.33, -3.24], [-3.46, 1.27, -2.70], [-5.83, -1.39, -2.80], [-4.22, -2.04, -2.81], [-6.01, -1.97, -0.39], [-4.00, -3.31, 0.65], [-3.53, -1.67, 0.24], [-3.03, -2.98, -0.89], [-6.69, -3.60, -1.89], [-5.13, -4.12, -1.98], [6.52, -0.94, -1.05], [5.89, -0.84, -2.26], [4.58, -1.34, -2.27], [6.40, -0.31, -3.23], [7.51, -0.97, -1.04], [5.96, -1.25, -0.25], [4.09, -1.27, -3.12], [4.02, -1.36, -1.42], [4.33, 2.35, -3.00], [3.97, 2.48, -1.69], [4.87, 2.11, -0.67], [2.81, 2.80, -1.39], [3.61, 2.54, -3.64], [5.10, 1.88, -3.44], [5.72, 1.60, -0.84], [4.33, 1.50, -0.01], [3.69, -0.33, 2.67], [3.77, -1.35, 1.79], [3.69, -2.55, 2.44], [4.01, -1.25, 0.60], [3.48, 0.58, 2.27], [3.50, -0.49, 3.67], [3.90, -3.38, 1.86], [3.00, -2.53, 3.16]]}


[2]
{"formula": "C3H5NOS", "method": "wB97M-V/def2-TZVPD", "gap_ha": 0.360, "de_lowest_kcal_mol": 62.5, "smiles": "C[C@@H](C#N)OS", "homo_ev": -9.290, "largest_force_ev_per_a": 4.29, "elements": ["C", "C", "C", "N", "O", "S", "H", "H", "H", "H", "H"], "coordinates": [[0.87, -0.52, 0.55], [-0.46, -0.57, -0.20], [-1.14, -1.84, -0.05], [-1.68, -2.85, -0.04], [-1.42, 0.54, 0.52], [-2.92, 0.58, -0.06], [1.67, -1.13, 0.08], [1.27, 0.50, 0.75], [0.80, -0.80, 1.64], [-0.48, -0.22, -1.18], [-2.87, 1.56, -0.83]]}


[3]
{"formula": "CH2N2O2", "method": "wB97M-V/def2-TZVPD", "gap_ha": [0.320, 0.320], "de_lowest_kcal_mol": 181.3, "smiles": "N#CN=O.O", "homo_ev": [-9.810, -9.812], "largest_force_ev_per_a": 4.62, "elements": ["N", "C", "N", "O", "O", "H", "H"], "coordinates": [[0.02, 0.66, -0.77], [-0.55, -0.10, 0.00], [-1.68, -0.87, -0.14], [-2.64, -0.74, 0.57], [1.73, 0.13, -0.17], [2.14, 1.01, -0.17], [0.97, -0.09, 0.67]]}


Number 1: M 625.858 g/mol. Number 2: M 103.146 g/mol. Number 3: M 74.039 g/mol.